Model one:
Computed, not measured: an isolated molecule of C6H13N, with ωB97M-V/def2-TZVPD.

The geometry in XYZ format:
```
20
C6H13N (ωB97M-V/def2-TZVPD)
C -1.26603 1.75953 0.63400
C -0.64273 0.38683 0.66201
N -0.79521 -0.46780 -0.49824
C -1.16446 -1.85191 -0.27565
C 0.54622 0.01807 -0.16174
C 1.60233 -0.91454 0.42235
C 1.10578 1.04550 -1.13565
H -2.32754 1.72133 0.90068
H -0.75981 2.42534 1.34260
H -1.18651 2.19563 -0.36490
H -0.69992 -0.11942 1.63223
H -0.80503 -2.47064 -1.10486
H -0.78994 -2.28429 0.66713
H -2.25840 -1.91613 -0.26438
H 2.59485 -0.48248 0.26074
H 1.49228 -1.07764 1.49863
H 1.59786 -1.89452 -0.07029
H 0.35667 1.31508 -1.88326
H 1.98674 0.65751 -1.65809
H 1.41286 1.95457 -0.60331
```

Values from the calculation:
Lowest unoccupied orbital energy = 1.092 eV
HOMO energy = -8.744 eV
Structure (SMILES) = C[C@H]1N(C)C1(C)C
Molar mass = 99.18 g mol⁻¹
Kohn-Sham gap = 0.3615 hartree
Total charge = 0

Here are the natural (NBO) charges for atoms 1 to 5, given in e: -0.619, -0.069, -0.416, -0.416, 0.084

=====

Model two:
Computed, not measured: a cluster of 2 separate species, C6H13N in total, with ωB97M-V/def2-TZVPD.

The geometry in XYZ format:
```
20
C6H13N (ωB97M-V/def2-TZVPD)
C 3.41151 -0.18423 0.86306
C 0.69489 -1.22545 -1.17873
C 0.17104 0.17328 -1.34993
N -1.19096 -0.01385 -0.88976
C -2.17563 1.03753 -0.79279
C -1.56339 0.42262 0.42619
C -2.19980 -0.61244 1.31497
H 3.30039 0.85704 1.17578
H 3.77206 -0.22712 -0.16836
H 4.11592 -0.69601 1.52461
H 1.19196 -1.51204 -2.13063
H 2.44376 -0.68064 0.90306
H 0.16738 0.61674 -2.35776
H 0.79806 0.82533 -0.70120
H -3.17205 0.74506 -1.12123
H -1.89110 2.06093 -1.04147
H -0.84216 1.07743 0.92704
H -2.81087 -0.16701 2.10606
H -2.81533 -1.28713 0.71372
H -1.40566 -1.21005 1.77735
```

Values from the calculation:
Lowest unoccupied orbital energy (alpha / beta) = -0.320 / -0.327 eV
HOMO energy (alpha / beta) = -8.824 / -8.811 eV
Molar mass = 99.18 g mol⁻¹
Kohn-Sham gap (alpha / beta) = 0.3125 / 0.3118 hartree
Total charge = 0

Here are the natural (NBO) charges for atoms 1 to 5, given in e: -0.859, 0.046, -0.407, -0.410, -0.248

=====

Need the numbers? Relative energies in hartree: model one 0.0000; model two 0.1725.

=====

Model one:
Computed, not measured: an isolated molecule of C6H13N, with ωB97M-V/def2-TZVPD.

The geometry in XYZ format:
```
20
C6H13N (ωB97M-V/def2-TZVPD)
C 0.56682 -0.30443 -2.20327
C -0.50320 -0.77756 -1.20087
C -0.28575 -0.27554 0.21153
C 0.68965 -0.75604 0.97896
N 1.66538 -1.71849 0.65897
C -1.31435 0.63805 0.83197
C -0.77477 1.97629 1.42357
H 1.49595 -0.85011 -2.01636
H 0.30065 -0.52007 -3.24117
H 0.75364 0.75832 -2.08949
H -1.46514 -0.40000 -1.56119
H -0.58843 -1.86972 -1.19544
H 0.67366 -0.50862 2.04059
H 2.42642 -1.69771 1.32115
H 2.04297 -1.59573 -0.27052
H -1.98855 0.97567 0.06864
H -1.81808 0.11468 1.64427
H 0.02657 2.32214 0.77298
H -0.31899 1.78937 2.39333
H -1.58443 2.69951 1.43234
```

Values from the calculation:
Lowest unoccupied orbital energy = 1.021 eV
HOMO energy = -7.840 eV
Structure (SMILES) = CCC(=CN)CC
Molar mass = 99.18 g mol⁻¹
Kohn-Sham gap = 0.3256 hartree
Total charge = 0

Here are the natural (NBO) charges for atoms 1 to 5, given in e: -0.590, -0.431, -0.086, -0.006, -0.818

=====

Model two:
Computed, not measured: a cluster of 2 separate species, C6H13N in total, with ωB97M-V/def2-TZVPD.

The geometry in XYZ format:
```
20
C6H13N (ωB97M-V/def2-TZVPD)
C 1.17202 -2.27121 -0.30732
C 0.93783 -0.79491 -0.07396
N 0.04402 -0.10407 -1.00764
C 0.27805 1.07847 -1.70074
C -0.38222 -0.23106 0.24051
C -0.14556 2.05947 0.81534
C -1.61618 -0.60316 0.96760
H 1.91941 -2.45752 -1.08596
H 1.51605 -2.74803 0.61740
H 0.23516 -2.75283 -0.60720
H 1.80348 -0.21514 0.26993
H -0.61786 1.47366 -2.18550
H 0.29604 1.76063 -0.41036
H 1.14057 1.03482 -2.36687
H -0.03189 1.58395 1.79388
H 0.43062 2.99426 0.86434
H -1.19938 2.33094 0.68042
H -2.01134 -1.55348 0.58582
H -2.39364 0.16139 0.88493
H -1.37519 -0.74619 2.02540
```

Values from the calculation:
Lowest unoccupied orbital energy (alpha / beta) = 0.899 / 0.900 eV
HOMO energy (alpha / beta) = -7.366 / -7.366 eV
Molar mass = 99.18 g mol⁻¹
Kohn-Sham gap (alpha / beta) = 0.3037 / 0.3038 hartree
Total charge = 0

Here are the natural (NBO) charges for atoms 1 to 5, given in e: -0.626, -0.094, -0.315, -0.423, 0.264

=====

Model three:
Computed, not measured: an isolated molecule of C6H13N, with ωB97M-V/def2-TZVPD.

The geometry in XYZ format:
```
20
C6H13N (ωB97M-V/def2-TZVPD)
C -2.21051 -1.10660 -0.16384
C -1.38568 0.09794 -0.66906
C -0.11732 0.32154 0.12709
C -0.35708 1.06898 1.44698
C 1.11421 -0.09384 -0.22306
C 2.40900 0.51628 0.26015
N 1.29566 -1.07044 -1.23832
H -1.53074 -1.84048 0.26739
H -2.80506 -1.55969 -0.95333
H -2.85803 -0.77954 0.65269
H -1.05688 -0.14214 -1.69115
H -1.91675 1.03780 -0.78688
H -0.71073 2.09360 1.34917
H -1.07036 0.45548 1.99637
H 0.59165 1.09756 1.97237
H 2.20370 1.38295 0.88117
H 2.92888 -0.23576 0.86260
H 3.11756 0.84466 -0.49854
H 0.42275 -1.36777 -1.64145
H 1.93574 -0.72051 -1.95034
```

Values from the calculation:
Lowest unoccupied orbital energy = 1.079 eV
HOMO energy = -7.769 eV
Structure (SMILES) = CC/C(C)=C(/C)N
Molar mass = 99.18 g mol⁻¹
Kohn-Sham gap = 0.3252 hartree
Total charge = 0

Here are the natural (NBO) charges for atoms 1 to 5, given in e: -0.612, -0.425, -0.067, -0.630, 0.180

=====

Model four:
Computed, not measured: an isolated molecule of C6H13N, with ωB97M-V/def2-TZVPD.

The geometry in XYZ format:
```
20
C6H13N (ωB97M-V/def2-TZVPD)
C 0.30111 2.06460 1.64994
C -0.12508 0.59148 1.53817
N 0.05732 0.32401 0.12050
C 1.26000 -0.46495 -0.38755
C 0.65052 -1.15436 -1.59779
C -0.90192 -1.15441 -1.44841
C -1.21885 -0.38019 -0.11675
H -0.24641 2.72655 0.99719
H 1.31222 2.31637 1.36469
H 0.25532 2.37776 2.66080
H 0.55765 -0.09622 2.18204
H -1.22511 0.56292 1.91523
H 1.52823 -1.17048 0.32597
H 1.88677 0.47283 -0.60134
H 0.83297 -0.71974 -2.58672
H 1.01511 -2.13542 -1.64930
H -1.21805 -2.22846 -1.45395
H -1.42775 -0.73921 -2.25093
H -1.92537 0.48174 -0.24740
H -1.54150 -1.12971 0.67453
```

Values from the calculation:
Lowest unoccupied orbital energy = 1.141 eV
HOMO energy = -8.405 eV
Structure (SMILES) = CCN1CCCC1
Molar mass = 99.18 g mol⁻¹
Kohn-Sham gap = 0.3508 hartree
Total charge = 0

Here are the natural (NBO) charges for atoms 1 to 5, given in e: -0.611, -0.222, -0.460, -0.234, -0.420

=====

Need the numbers? Relative energies in hartree: model one 0.0019; model two 0.1715; model three 0.0000; model four 0.0545.

=====

Model one:
Computed, not measured: an isolated molecule of C6H11NO2, with ωB97M-V/def2-TZVPD.

The geometry in XYZ format:
```
20
C6H11NO2 (ωB97M-V/def2-TZVPD)
C 2.85850 0.83208 0.67210
C 1.50797 0.70734 0.00706
O 1.37519 0.64979 -1.18676
C 0.34872 0.65146 0.98768
C -0.98627 0.48754 0.32643
O -1.81072 1.58089 0.52090
C -1.35789 -0.55273 -0.42615
C -0.52780 -1.78616 -0.61210
N -2.63291 -0.54069 -1.05434
H 2.85809 1.65578 1.38120
H 3.07670 -0.08383 1.21779
H 3.63024 0.99107 -0.07626
H 0.32341 1.59433 1.53819
H 0.54246 -0.14713 1.70832
H -2.69967 1.33687 0.23802
H 0.17135 -1.92140 0.20781
H -1.17339 -2.66240 -0.66613
H 0.04554 -1.71981 -1.53754
H -2.77088 -1.36184 -1.62726
H -2.77863 0.28882 -1.61896
```

Values from the calculation:
Lowest unoccupied orbital energy = 0.839 eV
HOMO energy = -7.589 eV
Structure (SMILES) = CC(=O)C/C(O)=C(\C)N
Molar mass = 129.16 g mol⁻¹
Kohn-Sham gap = 0.3097 hartree
Total charge = 0

Here are the natural (NBO) charges for atoms 1 to 5, given in e: -0.721, 0.612, -0.536, -0.568, 0.244

=====

Model two:
Computed, not measured: a cluster of 2 separate species, C6H11NO2 in total, with ωB97M-V/def2-TZVPD.

The geometry in XYZ format:
```
20
C6H11NO2 (ωB97M-V/def2-TZVPD)
C 0.52877 -2.59849 0.16671
C 0.98711 -1.36822 0.22871
C 2.19834 -0.60419 0.48688
N 1.09395 -0.05959 -0.31918
C 1.22944 0.17142 -1.73756
H 1.05342 -3.40141 0.65728
H -0.30612 -2.87389 -0.45486
H 2.34241 -0.11796 1.44425
H 3.12138 -0.86656 -0.02113
H 1.18064 1.23811 -1.95190
H 0.42952 -0.35727 -2.25631
H 2.16984 -0.20956 -2.15386
C -3.01077 1.22987 0.38495
O -1.64851 0.88350 0.17497
C -0.65915 1.48810 1.00717
O -0.86446 2.44885 1.70034
H -3.25332 2.17803 -0.10101
H -3.66403 0.44022 0.01508
H -3.17562 1.44629 1.44537
H 0.24715 0.93274 1.28410
```

Values from the calculation:
Lowest unoccupied orbital energy = 0.880 eV
HOMO energy = -8.859 eV
Structure (SMILES) = C=C1CN1C.COC=O
Molar mass = 129.16 g mol⁻¹
Kohn-Sham gap = 0.3579 hartree
Total charge = 0

Here are the natural (NBO) charges for atoms 1 to 5, given in e: -0.467, 0.164, -0.275, -0.415, -0.408

=====

Model three:
Computed, not measured: a structure of composition C6H11NO2, with ωB97M-V/def2-TZVPD.

The geometry in XYZ format:
```
20
C6H11NO2 (ωB97M-V/def2-TZVPD)
C 1.66523 -0.57732 0.33403
C 0.85717 0.60484 0.90377
C -0.07687 1.42875 -0.07271
C -1.58051 0.98887 -0.12585
C -1.33384 -1.58085 0.03173
C 0.14176 -1.09158 0.40696
H 1.76803 0.59082 -1.55365
H 2.20892 -1.23121 -1.58849
H 2.53309 -1.16855 0.89730
H 1.54147 1.28193 1.55958
H -0.31521 2.44595 0.38286
H 0.26438 1.58774 -1.03726
H -2.01373 1.10101 0.79633
H -2.20781 1.67072 -0.71666
H -1.32166 -2.45116 -0.74975
H -2.14302 -1.96475 0.84887
H -0.11272 -0.55412 -0.44679
N 2.24219 -0.30788 -0.99332
O -2.10510 -0.44747 -0.52344
O -0.01175 -0.32574 1.64646
```

Values from the calculation:
Lowest unoccupied orbital energy = 0.791 eV
HOMO energy = -9.272 eV
Molar mass = 129.16 g mol⁻¹
Kohn-Sham gap = 0.3698 hartree
Total charge = 0

Here are the natural (NBO) charges for atoms 1 to 5, given in e: -0.020, 0.067, -0.469, -0.077, -0.096

=====

Need the numbers? Relative energies in hartree: model one 0.0000; model two 0.1165; model three 0.2606.